# 1
Entry from the Open Molecules 2025 dataset: a 23-piece molecular cluster, C46H115N23O23 overall (ωB97M-V with the def2-TZVPD basis set).

Computed properties:
LUMO energy (eV): 0.35
Molar mass (g/mol): 1358.56
Highest occupied orbital energy (eV): -9.3
Energy (eV): -130948.4800

Structure (ORCA input):
```
! RIJCOSX wB97M-V def2-TZVPD def2/J DEFGRID3
* xyz 0 1
O 0.24802 -6.17420 -1.75261
C 1.24509 -5.54629 -2.10944
N 1.37818 -4.27722 -1.85252
C 2.50012 -6.18085 -2.76144
H 0.55651 -3.66215 -1.54933
H 2.16754 -3.79420 -2.23152
H 2.93162 -5.37768 -3.41992
H 2.15145 -7.02429 -3.27314
H 3.23216 -6.54787 -2.01868
O 6.12283 0.70060 6.19032
C 6.37420 0.99992 5.00391
N 6.33951 0.04422 4.03566
C 6.38786 2.49873 4.56723
H 6.22167 -0.95084 4.24994
H 6.49755 0.23023 3.04137
H 6.19278 2.48298 3.52569
H 7.32310 2.97184 4.78455
H 5.56007 2.93216 5.20109
O 2.25590 2.15907 2.56142
C 1.90341 1.21035 3.24474
N 0.72867 1.21685 3.88711
C 2.83308 -0.02341 3.42000
H 0.17748 2.04950 3.94654
H 0.43656 0.37179 4.42744
H 3.79813 0.50494 3.28119
H 2.60891 -0.71995 2.69043
H 2.59440 -0.46693 4.39763
O -5.43784 -1.69997 -4.64963
C -5.55784 -0.83807 -3.85006
N -6.53961 0.12128 -3.97335
C -4.68392 -0.62128 -2.62910
H -6.27066 1.07473 -3.69116
H -6.97196 0.00782 -4.92294
H -3.67352 -0.41801 -2.94753
H -4.72269 -1.43769 -2.00309
H -5.07962 0.15000 -2.07465
O 0.11874 -5.33434 3.33171
C 0.14215 -6.08189 2.35692
N 0.79884 -5.82995 1.21104
C -0.68582 -7.31907 2.32576
H 1.52851 -5.14043 1.17420
H 0.63649 -6.35163 0.32473
H -0.82709 -7.73271 3.30105
H -0.37789 -8.03302 1.56410
H -1.67988 -6.85030 2.12732
O -0.05463 -1.68200 -2.14456
C 0.77728 -0.83193 -2.42996
N 1.37244 -0.82009 -3.64257
C 1.26772 0.21881 -1.47533
H 1.95812 -0.02494 -3.72779
H 0.92317 -1.39606 -4.34267
H 2.00997 -0.10959 -0.69675
H 0.42707 0.72861 -0.98028
H 1.76675 0.98615 -2.05990
O 0.41968 5.13331 -3.41919
C -0.16883 5.50440 -2.40987
N 0.37615 6.47753 -1.55203
C -1.37596 4.81467 -1.84124
H -0.04608 6.77467 -0.67971
H 1.22011 6.88310 -1.86385
H -0.96646 3.92642 -1.30363
H -2.04389 4.60039 -2.66357
H -1.75016 5.52645 -1.12116
O 3.30882 -4.43472 1.07264
C 3.69996 -4.46870 2.24446
N 3.91992 -3.21599 2.88677
C 3.90072 -5.67978 3.11365
H 4.17129 -3.21539 3.87372
H 3.83572 -2.34420 2.38798
H 4.05005 -6.57852 2.48163
H 2.89015 -5.89615 3.61184
H 4.71369 -5.48522 3.82517
O -0.18002 2.21282 -3.81840
C -1.30875 2.50663 -4.13227
N -2.29935 2.18178 -3.20220
C -1.68285 3.10099 -5.39578
H -1.99310 1.52333 -2.47856
H -3.27227 2.12009 -3.59828
H -0.75438 3.58146 -5.86397
H -2.46702 3.91872 -5.18265
H -2.02961 2.43456 -6.17694
O -5.11563 2.38491 5.37737
C -5.28114 2.37877 4.13098
N -4.95119 3.39055 3.40002
C -5.85637 1.16348 3.51321
H -4.29162 4.04120 3.79313
H -4.88622 3.34773 2.38288
H -6.20970 1.25998 2.45243
H -6.58958 0.85557 4.22934
H -5.02992 0.46139 3.51295
O 6.12499 2.63116 -3.40799
C 5.73613 2.22849 -4.51138
N 6.12851 2.65250 -5.70374
C 4.78366 1.05097 -4.56647
H 6.56681 3.51726 -5.66696
H 5.53297 2.39502 -6.45985
H 4.99568 0.40883 -3.69517
H 4.89876 0.42174 -5.45709
H 3.77129 1.48034 -4.43912
O -1.16472 -0.68219 5.09383
C -0.69834 -1.81056 5.02881
N -0.44168 -2.37204 3.86728
C -0.34205 -2.66423 6.19949
H -0.11225 -3.31624 3.68364
H -0.60751 -1.76072 3.11419
H 0.21880 -2.15986 6.97344
H 0.25709 -3.60448 5.97228
H -1.23553 -2.87522 6.65097
O -1.90652 3.20256 3.84325
C -2.15642 3.40749 5.04662
N -1.93915 2.43771 6.01070
C -2.47947 4.76804 5.57086
H -2.20300 2.55208 6.98415
H -1.82727 1.47351 5.68855
H -3.53576 4.76870 5.83669
H -2.31773 5.46136 4.72915
H -1.78854 5.05383 6.30674
O -4.42037 4.82384 0.90570
C -3.73860 5.76645 1.27965
N -2.70569 5.66951 2.13094
C -4.07848 7.20924 0.90542
H -2.33408 4.78767 2.43905
H -2.01169 6.43672 2.15848
H -3.29496 7.91524 1.25605
H -5.05716 7.41217 1.34748
H -4.16286 7.31881 -0.13544
O 3.59269 1.97891 -7.36522
C 2.63216 1.46679 -6.82199
N 1.97871 2.15039 -5.87078
C 2.05902 0.12128 -7.18533
H 1.14169 1.88977 -5.39803
H 2.34836 3.07324 -5.72427
H 1.46765 -0.39148 -6.49352
H 2.89218 -0.47551 -7.37204
H 1.47578 0.22254 -8.14969
O 5.87635 1.04833 1.38835
C 5.65235 1.56558 0.34003
N 6.19999 1.15378 -0.79313
C 4.71185 2.68839 0.20265
H 6.57928 0.20364 -0.77310
H 6.21922 1.67023 -1.69106
H 4.71465 3.25917 -0.69289
H 4.83546 3.35658 1.04802
H 3.70544 2.24870 0.39032
O -5.44339 2.74098 -3.17143
C -5.34981 3.03715 -2.00690
N -4.82827 4.18210 -1.55096
C -5.91070 2.07299 -0.92616
H -4.85810 4.52232 -0.61555
H -4.54036 4.79322 -2.33220
H -6.78374 1.51515 -1.34646
H -6.23265 2.57368 0.03005
H -5.11465 1.42896 -0.53000
O -0.44448 -2.53828 -5.35096
C -1.59950 -2.14676 -5.20319
N -2.67156 -2.91802 -5.06038
C -1.90855 -0.67802 -5.45812
H -2.55407 -3.94015 -4.99340
H -3.61405 -2.60478 -4.84262
H -1.06043 -0.27258 -6.03238
H -2.02562 -0.24803 -4.45717
H -2.80327 -0.65096 -6.04381
O -2.70066 -5.78025 -4.76007
C -1.61877 -6.38572 -4.89023
N -0.52084 -5.73270 -5.14450
C -1.56617 -7.90958 -4.87293
H 0.28130 -6.25071 -5.44721
H -0.53862 -4.70046 -5.11755
H -1.90731 -8.14551 -5.86292
H -2.29956 -8.36338 -4.20692
H -0.59514 -8.35236 -4.63823
O 0.04158 6.42861 1.87969
C 0.67754 5.38712 2.20423
N 1.29767 4.59993 1.36371
C 1.04825 5.21230 3.69009
H 1.87938 3.83654 1.71284
H 1.33771 4.81415 0.38182
H 0.39832 4.53540 4.24077
H 1.06041 6.20104 4.13451
H 1.98963 4.77592 3.79490
O -3.90188 -3.80066 -0.30944
C -3.39212 -4.23023 -1.32920
N -4.13796 -4.80450 -2.28391
C -1.87753 -4.12769 -1.50386
H -5.10036 -4.50132 -2.20114
H -3.74108 -5.21255 -3.11914
H -1.48635 -4.96653 -2.09571
H -1.32120 -4.22548 -0.50127
H -1.64205 -3.14325 -1.99173
O 4.58269 -2.81488 5.79531
C 4.55332 -2.35726 6.92049
N 4.51075 -1.05022 7.27703
C 4.44272 -3.27798 8.13549
H 5.01970 -0.41408 6.61885
H 4.70084 -0.80817 8.27483
H 4.35367 -4.29953 7.71046
H 3.52261 -3.09534 8.66276
H 5.31066 -3.26616 8.78236
O -1.81712 0.82334 -0.45846
C -2.25287 -0.09836 0.27565
N -1.89702 -1.39023 0.07873
C -3.19107 0.19921 1.37243
H -2.46467 -2.17565 0.44205
H -1.33801 -1.57381 -0.73998
H -3.51571 1.24107 1.36825
H -2.82548 -0.02423 2.37146
H -4.04088 -0.42884 1.30879
*
```



# 2
Entry from the Open Molecules 2025 dataset: a 16-piece molecular cluster, C46H121N3O16 overall (ωB97M-V with the def2-TZVPD basis set).

Computed properties:
Energy above the lowest of the compared OMol25 structures with the same formula, charge and spin (kJ/mol): 0.00
LUMO energy (eV): 0.19
Molar mass (g/mol): 972.48
Highest occupied orbital energy (eV): -8.2
Energy (eV): -86884.6433

Structure (ORCA input):
```
! RIJCOSX wB97M-V def2-TZVPD def2/J DEFGRID3
* xyz 0 1
C 17.42518 -10.79013 13.22989
C 17.11693 -11.97780 12.19480
C 15.96310 -11.54644 11.28698
C 15.74530 -12.43828 10.09342
C 17.04803 -12.50660 9.34056
C 18.24956 -12.96546 10.13137
N 18.29492 -12.09220 11.35607
O 19.48247 -12.26477 12.04277
C 18.15000 -14.49833 10.37545
C 19.51209 -12.70112 9.26357
C 16.74413 -13.19679 13.01908
H 17.90655 -11.25920 14.08801
H 16.52210 -10.33006 13.63100
H 18.05493 -9.97735 12.86808
H 15.05441 -11.55512 11.88892
H 16.10239 -10.49231 11.04718
H 14.97230 -12.03443 9.43960
H 15.38495 -13.43476 10.34887
H 17.24500 -11.47800 9.03843
H 16.89985 -13.14506 8.46964
H 18.54075 -14.90890 11.30649
H 17.09849 -14.76940 10.47007
H 18.65214 -15.11798 9.63249
H 19.44192 -13.17965 8.28675
H 19.73682 -11.64043 9.15163
H 20.35906 -13.16521 9.76891
H 15.99545 -12.95828 13.77452
H 17.48932 -13.72540 13.61351
H 16.26392 -13.96746 12.41612
H 19.96557 -11.46212 11.83308
C 15.43903 -6.95231 11.05365
C 14.40276 -7.06664 9.89243
C 14.11507 -8.55039 9.81277
C 12.93127 -8.91636 8.88731
C 11.67679 -8.22699 9.54817
C 11.82068 -6.63766 9.65502
N 13.13032 -6.38392 10.25748
O 13.35177 -5.03190 10.73196
C 11.53490 -5.91727 8.34351
C 10.75873 -6.38389 10.68653
C 15.03065 -6.55839 8.59422
H 16.25382 -7.67634 11.05311
H 14.92102 -7.04982 12.00773
H 15.86072 -5.95065 11.13696
H 14.99880 -9.10193 9.49196
H 13.96956 -8.88408 10.84018
H 12.78637 -9.99531 8.83285
H 13.05209 -8.63032 7.84247
H 11.46567 -8.76428 10.47275
H 10.82030 -8.46204 8.91628
H 10.49404 -6.06531 8.05579
H 11.53255 -4.83456 8.46929
H 12.18577 -6.15955 7.50340
H 10.76968 -5.31276 10.88818
H 9.72795 -6.48717 10.34753
H 10.85083 -6.95493 11.61039
H 15.78239 -5.80321 8.82374
H 14.33011 -6.07609 7.91251
H 15.47257 -7.39433 8.05199
H 13.55444 -4.59868 9.89958
C 20.00377 -3.37107 13.84399
C 19.44418 -4.42632 14.84777
C 18.17417 -5.23501 14.29576
C 18.48411 -6.18920 13.16021
C 19.48779 -7.24588 13.73409
C 20.75744 -6.56401 14.39817
N 20.39833 -5.46893 15.27661
O 21.45805 -4.92363 16.02122
C 21.47451 -7.71077 15.19633
C 21.73054 -6.13555 13.33301
C 18.86290 -3.59320 15.99835
H 19.95386 -3.67324 12.79790
H 20.99791 -2.97589 14.05283
H 19.41443 -2.45421 13.83142
H 17.86307 -5.78902 15.18141
H 17.36803 -4.55344 14.02429
H 18.95689 -5.76735 12.27329
H 17.60087 -6.68757 12.76070
H 19.90215 -7.84108 12.92038
H 19.01717 -7.99896 14.36614
H 21.20136 -7.76423 16.25020
H 21.33489 -8.66792 14.69386
H 22.55499 -7.57099 15.22990
H 21.28785 -5.42681 12.63314
H 22.61201 -5.69146 13.79548
H 21.98147 -6.97791 12.68836
H 18.11267 -2.86575 15.68839
H 19.67567 -3.00637 16.42629
H 18.47268 -4.13939 16.85713
H 21.46544 -5.47082 16.80998
C 12.45162 -13.25003 6.50621
C 12.47916 -13.45746 8.05227
O 11.47759 -14.35950 8.40342
H 12.60896 -14.20213 5.99941
H 13.28830 -12.57759 6.31677
H 11.50781 -12.79969 6.19876
H 12.20569 -12.60492 8.67396
H 13.38727 -13.95402 8.39411
H 11.39019 -14.29257 9.35708
C 7.78500 -7.24592 7.25859
C 6.90834 -7.08058 6.01234
O 7.20238 -5.87515 5.31527
H 7.56297 -8.22568 7.68152
H 7.71786 -6.41347 7.95903
H 8.80940 -7.27815 6.88757
H 5.85363 -7.04218 6.28479
H 7.03335 -7.95599 5.37506
H 6.57840 -5.65497 4.61973
C 16.24442 -2.48001 5.96064
C 15.26497 -3.56411 5.67276
O 13.93736 -3.39754 6.19451
H 15.75619 -1.54571 5.68348
H 17.17506 -2.52004 5.39459
H 16.41981 -2.47586 7.03643
H 15.70807 -4.43206 6.16104
H 15.18541 -3.78207 4.60775
H 13.47140 -2.84107 5.56616
C 12.08621 -8.58875 13.28937
C 13.21221 -9.11562 14.18343
O 12.63238 -10.26320 14.78631
H 12.48922 -7.70400 12.79652
H 11.22069 -8.20452 13.82912
H 11.79500 -9.37072 12.58808
H 13.54297 -8.40963 14.94519
H 14.08514 -9.42838 13.61047
H 12.02261 -9.86567 15.41222
C 14.29091 -3.98192 13.80269
C 13.47163 -5.18335 14.13107
O 12.28888 -5.16325 13.38856
H 14.62512 -3.90703 12.76790
H 15.17270 -3.84370 14.42835
H 13.68396 -3.10380 14.02318
H 13.31472 -5.33207 15.19941
H 14.04976 -6.08442 13.92629
H 12.59445 -5.20569 12.47948
C 17.95566 -2.69340 10.67222
C 18.80448 -3.84355 10.09063
O 19.02634 -3.61189 8.70583
H 18.40820 -1.70995 10.54514
H 17.81415 -2.80341 11.74738
H 16.96122 -2.62190 10.23167
H 18.21672 -4.76123 10.06832
H 19.75905 -3.95619 10.60465
H 19.74297 -4.15066 8.36265
C 18.71412 -8.21920 9.30864
O 19.98288 -7.73481 9.49960
H 17.94316 -7.44958 9.27103
H 18.61177 -8.79626 8.38961
H 18.48889 -8.92969 10.10399
H 20.12970 -7.00717 8.89084
C 10.32540 -5.68246 15.91919
O 9.74212 -5.88148 14.66403
H 11.05939 -4.87693 15.89730
H 9.66439 -5.32177 16.70728
H 10.83805 -6.58226 16.25925
H 10.43019 -5.72778 14.01246
C 7.22126 -5.63164 12.08368
O 6.49557 -6.84718 11.72155
H 6.54188 -4.80336 11.88240
H 7.52774 -5.63399 13.12970
H 8.15711 -5.50348 11.53975
H 6.98394 -7.65651 11.88912
C 15.30522 -9.70067 6.38135
O 16.49457 -9.40771 5.65631
H 15.57420 -10.12510 7.34862
H 14.67138 -8.83548 6.57575
H 14.72114 -10.44560 5.84097
H 16.26213 -8.95281 4.84351
C 14.23884 -1.96738 9.49725
O 14.40257 -3.18271 8.93899
H 13.21812 -1.63752 9.30383
H 14.44777 -1.95887 10.56701
H 14.91283 -1.24459 9.03745
H 14.11795 -3.17718 8.02217
C 8.60342 -10.18479 12.57890
O 7.81075 -9.52434 11.61906
H 8.80521 -9.70595 13.53707
H 8.05486 -11.10116 12.79674
H 9.54166 -10.39618 12.06595
H 7.29860 -10.18477 11.14669
C 8.16320 -11.25841 8.57088
O 6.77507 -11.05309 8.43953
H 8.64840 -11.62269 7.66535
H 8.57322 -10.25633 8.69663
H 8.26397 -11.90719 9.44095
H 6.36858 -11.25828 9.28468
*
```



Q: Which value of highest occupied orbital energy does entry 1 give?
A: -9.3 eV